(1)
{
  "formula": "C5H9P",
  "method": "wB97M-V/def2-TZVPD",
  "charge": 0,
  "energy_ha": -537.0179,
  "species": ["P", "C", "C", "H", "H", "C", "C", "H", "H", "H", "H", "C", "H", "H", "H"],
  "positions_angstrom": [[-0.483, 0.305, -0.028], [1.209, 0.059, -0.606], [-0.763, 0.325, 1.742], [2.088, -1.895, -1.510], [0.635, -1.019, -2.451], [-1.414, 1.459, -0.842], [1.219, -1.157, -1.525], [-1.223, 1.433, -2.002], [-1.347, 1.166, 1.853], [0.970, -1.875, 0.663], [0.018, 0.424, 2.431], [0.497, -1.226, -0.205], [-1.376, -0.549, 1.841], [-2.566, 1.229, -0.619], [2.462, 0.480, 0.255]],
  "forces_ev_per_angstrom": [[2.4, 0.0, -1.2], [4.1, 1.4, 3.0], [-0.3, -0.7, -1.6], [-1.0, 1.6, -0.3], [0.5, -0.5, 0.4], [-2.5, -1.6, -1.6], [-0.2, -0.1, 0.6], [-0.3, 0.1, 2.3], [-1.6, 1.9, 0.5], [-1.4, 1.2, -1.9], [1.4, -0.4, 0.6], [0.4, -2.0, 1.6], [-0.2, -0.6, 0.8], [2.3, 0.8, -0.4], [-3.7, -1.2, -2.8]],
  "lowdin_charge": [0.7253, -0.3651, -0.1876, 0.1220, 0.0909, -0.3017, -0.1889, 0.0174, 0.0118, 0.1378, 0.0456, -0.3876, 0.0507, 0.0209, 0.2084]
}

***

(2)
{
  "formula": "C5HNO2",
  "method": "wB97M-V/def2-TZVPD",
  "charge": 0,
  "smiles": "N#CC#CC(=O)C=O",
  "energy_ha": -396.0846,
  "species": ["N", "O", "C", "C", "H", "C", "O", "C", "C"],
  "positions_angstrom": [[3.921, 1.192, 0.966], [-0.299, -1.598, -1.503], [-2.127, -0.110, -0.453], [0.222, -0.265, 0.558], [-2.995, -0.646, -0.683], [1.408, 0.377, 0.571], [-1.999, 1.089, -0.062], [2.702, 0.744, 1.009], [-0.832, -0.783, -0.402]],
  "forces_ev_per_angstrom": [[-10.4, -3.9, 0.7], [-4.1, 5.1, 7.3], [2.0, 4.7, 2.7], [6.1, 3.4, -2.0], [-1.6, -0.4, -0.8], [-5.9, -4.2, 1.5], [-1.5, -3.9, -1.7], [8.7, 3.7, -1.8], [6.7, -4.5, -6.0]],
  "lowdin_charge": [0.1483, -0.0368, -0.1221, 0.1255, 0.1172, 0.0306, 0.0743, -0.1627, -0.1743]
}

***

What did we get for HOMO? Answer: -8.035; -10.693 eV, in the order shown.
What did we get for largest force on an atom? Answer: 5.33; 11.16 eV Å⁻¹, in the order shown.
What did we get for energy above the lowest of the compared OMol25 structures with the same formula, charge and spin? Answer: 513.2; 430.9 kJ/mol, in the order shown.